C7H37NO10 | ωB97M-V/def2-TZVPD

The calculation puts the total energy at -1096.02488 a.u. The SMILES is CCN[C@@H](C)C(C)C.O.O.O.O.O.O.O.O.O.O. Its charge is 0. For the HOMO-LUMO gap, the calculation gives 9.76 eV. The calculation puts the energy relative to the best compared isomer or geometry (same formula, charge and spin) at 32.9 kcal/mol. The value obtained for the largest force on an atom is 2.66 eV/A.

Last columns: bonded neighbours and bond lengths (Å).
Cartesian coordinates (Å):
1 C 0.53 -1.77 1.92  N2 1.453, C8 1.553, H9 1.094, H10 1.109
2 N 0.36 -0.77 0.88  C1 1.453, C3 1.498, H11 1.013
3 C 1.63 0.01 0.71  N2 1.498, C4 1.545, C7 1.570, H12 1.098
4 C 1.36 1.09 -0.36  C3 1.545, C5 1.529, C6 1.527, H13 1.099
5 C 2.41 2.19 -0.27  C4 1.529, H14 1.097, H15 1.073, H16 1.104
6 C 1.47 0.42 -1.73  C4 1.527, H17 1.069, H18 1.095, H19 1.098
7 C 2.83 -0.92 0.32  C3 1.570, H20 1.093, H21 1.089, H22 1.082
8 C -0.74 -2.59 2.27  C1 1.553, H23 1.088, H24 1.089, H25 1.100
9 H 1.01 -1.42 2.84  C1 1.094
10 H 1.24 -2.55 1.60  C1 1.109
11 H 0.02 -1.18 0.02  N2 1.013
12 H 1.90 0.34 1.73  C3 1.098
13 H 0.40 1.61 -0.23  C4 1.099
14 H 3.41 1.86 -0.58  C5 1.097
15 H 2.19 3.11 -0.78  C5 1.073
16 H 2.65 2.48 0.77  C5 1.104
17 H 2.45 0.09 -2.00  C6 1.069
18 H 0.67 -0.29 -1.97  C6 1.095
19 H 1.22 1.19 -2.48  C6 1.098
20 H 2.40 -1.79 -0.20  C7 1.093
21 H 3.44 -0.53 -0.49  C7 1.089
22 H 3.32 -1.16 1.25  C7 1.082
23 H -1.58 -2.30 1.63  C8 1.088
24 H -0.49 -3.63 2.47  C8 1.089
25 H -1.03 -2.35 3.30  C8 1.100
26 H -2.45 3.62 -0.13  O28 0.980
27 H -1.43 3.10 0.91  O28 0.995
28 O -1.80 2.90 0.01  H26 0.980, H27 0.995
29 H 0.56 -2.26 -2.42  O31 0.976
30 H 0.69 -3.80 -2.22  O31 0.940
31 O 0.44 -3.00 -1.80  H29 0.976, H30 0.940
32 H -0.49 1.41 4.10  O34 0.945
33 H 0.37 0.11 4.11  O34 0.962
34 O 0.30 1.01 4.43  H32 0.945, H33 0.962
35 H -1.68 1.19 -1.43  O37 0.966
36 H -1.12 -0.02 -0.91  O37 0.975
37 O -1.80 0.24 -1.56  H35 0.966, H36 0.975
38 H -2.00 3.22 2.52  O40 0.965
39 H -0.58 3.10 3.06  O40 0.979
40 O -1.13 3.64 2.45  H38 0.965, H39 0.979
41 H -2.75 -2.14 -0.74  O43 0.956
42 H -1.56 -2.96 -1.28  O43 0.957
43 O -2.52 -2.92 -1.25  H41 0.956, H42 0.957
44 H -4.16 0.79 -0.45  O46 0.971
45 H -3.34 1.96 0.16  O46 0.981
46 O -4.16 1.42 0.28  H44 0.971, H45 0.981
47 H 2.13 -1.48 -3.88  O49 0.954
48 H 0.71 -0.98 -4.35  O49 0.983
49 O 1.21 -1.72 -3.93  H47 0.954, H48 0.983
50 H -1.13 0.47 -4.78  O52 0.968
51 H -0.47 0.42 -3.41  O52 0.966
52 O -0.27 0.54 -4.35  H50 0.968, H51 0.966
53 H -2.16 -0.07 2.01  O55 0.952
54 H -0.84 0.45 1.82  O55 0.989
55 O -1.62 0.61 2.40  H53 0.952, H54 0.989